No. 1
{
  "formula": "C14H21BrClNO2",
  "method": "the ωB97M-V functional and the def2-TZVPD basis",
  "total_energy_ha": -3785.4666,
  "largest_force_ev_per_a": 0.8,
  "smiles": "COCCNCCCCOc1c(Cl)cc(C)cc1Br",
  "elements": ["H", "H", "C", "H", "H", "Br", "H", "H", "H", "N", "Cl", "C", "C", "H", "C", "O", "H", "O", "H", "H", "C", "H", "C", "C", "H", "C", "H", "H", "H", "C", "C", "C", "H", "C", "H", "H", "C", "H", "C", "H"],
  "positions_angstrom": [[0.3047, -2.1940, 2.3186], [5.6048, 0.8969, -1.9268], [-0.1715, -1.5616, 1.5600], [-0.2603, -2.1237, 0.6243], [-3.7621, -3.0844, -2.2482], [0.7040, 2.3111, 0.4001], [4.1241, -1.9797, -1.1258], [-2.1277, -2.0220, 2.2765], [-3.8269, 1.7934, 0.3642], [-4.4118, 0.9861, 0.5548], [2.3835, -2.9774, 0.7475], [-4.9863, 0.4766, -0.6682], [1.6124, -0.3528, 0.4612], [-4.3113, -0.8474, 1.5002], [-4.0218, 0.1508, -1.8332], [0.6034, -0.3888, 1.3526], [-3.6613, 0.5264, 2.4064], [-3.4704, -1.1507, -1.8099], [-2.3198, -0.8645, 0.0423], [-3.1647, 0.8297, -1.7954], [-4.3378, -2.1604, -2.2554], [2.9985, 2.1298, -1.4270], [3.6963, 0.0960, -1.4138], [1.8545, 0.9017, -0.1172], [-5.6872, 1.2385, -1.0249], [2.4769, -1.3783, 0.0730], [-5.5635, -0.4160, -0.4145], [-4.5453, 0.3035, -2.7884], [-1.7269, 0.6208, 0.8020], [3.4862, -1.1530, -0.8538], [2.8651, 1.1389, -1.0206], [-3.7055, 0.0591, 1.4161], [-4.6878, -1.9570, -3.2755], [-1.5542, -1.1247, 2.0365], [5.2030, -0.6053, -2.7624], [-1.4411, -0.5341, 2.9472], [-2.2818, -0.3031, 0.9764], [-5.2103, -2.2775, -1.6027], [4.7987, 0.3347, -2.3977], [4.4368, 0.9160, -3.2432]],
  "forces_ev_per_angstrom": [[-0.051, 0.091, -0.208], [0.099, 0.022, -0.045], [-0.564, -0.467, 0.340], [0.042, 0.042, 0.082], [-0.093, -0.037, -0.031], [0.100, 0.218, -0.115], [0.047, -0.103, -0.018], [0.002, -0.068, 0.077], [-0.097, -0.019, 0.028], [0.031, 0.211, 0.049], [0.083, -0.081, 0.053], [0.241, 0.037, -0.338], [0.121, 0.153, -0.199], [-0.026, -0.006, 0.086], [-0.257, 0.069, 0.127], [0.289, -0.053, 0.121], [0.012, -0.177, 0.048], [0.158, 0.010, 0.073], [0.056, 0.059, -0.003], [-0.103, 0.035, -0.035], [-0.059, -0.016, -0.033], [-0.017, 0.096, -0.030], [-0.118, -0.129, 0.122], [-0.198, 0.046, 0.133], [-0.049, -0.136, -0.073], [-0.126, 0.072, 0.083], [-0.096, 0.033, -0.081], [0.042, 0.002, 0.018], [0.034, 0.005, -0.063], [-0.023, 0.179, -0.071], [-0.078, -0.159, 0.082], [0.330, 0.052, -0.028], [0.000, -0.031, 0.021], [0.358, 0.213, -0.444], [0.065, -0.035, -0.073], [-0.019, -0.058, 0.132], [-0.223, -0.102, 0.295], [0.005, -0.025, -0.027], [0.047, 0.045, 0.045], [0.035, 0.013, -0.098]]
}

***

No. 2
{
  "formula": "C8H8N2O4",
  "method": "the ωB97M-V functional and the def2-TZVPD basis",
  "total_energy_ha": -719.8584,
  "largest_force_ev_per_a": 8.5,
  "smiles": "N[C@@H]1C=CC=CC1=C=[N+]([O-])O.O=C=O",
  "elements": ["N", "O", "C", "H", "H", "O", "H", "C", "O", "H", "H", "O", "C", "C", "H", "C", "H", "C", "H", "C", "C", "N"],
  "positions_angstrom": [[-0.4745, 0.6695, -1.9819], [3.8892, -1.2743, -1.4175], [0.7895, 0.1561, 0.6811], [-3.1535, -0.4755, 2.2469], [-0.4380, -1.2991, -1.4078], [2.2536, 1.8105, 1.4132], [3.1292, 1.7402, 1.9545], [-2.3655, -0.5520, -1.1693], [2.5879, -0.3181, 1.8539], [-4.2353, -0.9033, -0.0874], [-1.1669, 1.0567, -2.4894], [4.6297, 0.5021, -0.1456], [-0.9545, -0.3505, -1.0706], [-3.2895, -0.4884, -0.0596], [-2.5841, -0.7701, -2.1607], [-0.4592, 0.0275, 0.3594], [0.6492, 0.6017, -2.1920], [-2.6364, -0.3510, 1.3150], [-0.9339, 0.0380, 2.4103], [4.2773, -0.3944, -0.7737], [-1.3234, 0.0349, 1.3638], [1.8091, 0.5397, 1.3572]],
  "forces_ev_per_angstrom": [[5.824, -1.884, 1.959], [0.019, -0.246, -0.148], [2.339, 2.225, -0.134], [-0.487, -0.031, 0.000], [-0.624, 0.426, 0.757], [1.348, 1.467, 0.912], [-2.037, -0.330, -1.289], [-4.145, 0.374, 4.464], [0.636, -0.096, 0.829], [-1.994, -0.228, -0.524], [-1.733, 1.832, -2.666], [0.500, 0.654, 0.357], [3.711, 0.365, 0.843], [6.044, -0.669, -1.308], [-1.412, -0.487, -1.562], [2.072, -0.912, -4.503], [-4.556, 0.607, 0.131], [0.890, 1.195, -2.586], [-0.095, 0.492, -0.941], [-0.488, -0.361, -0.200], [-5.295, -1.474, 6.484], [-0.519, -2.917, -0.875]]
}

***

No. 3
{
  "formula": "C25H45N2O6PS2",
  "method": "the ωB97M-V functional and the def2-TZVPD basis",
  "total_energy_ha": -2678.1892,
  "largest_force_ev_per_a": 1.6,
  "smiles": "[H]/N=C/C[PH](CCc1ccccc1)(CC(=O)N(C)C)OCCC.O=S1(=O)CCCC1.O=S1(=O)CCCC1",
  "elements": ["H", "C", "H", "N", "P", "C", "H", "C", "H", "C", "C", "C", "H", "H", "H", "H", "C", "H", "H", "O", "O", "H", "C", "H", "H", "C", "C", "C", "H", "H", "H", "H", "O", "H", "H", "C", "H", "H", "C", "H", "H", "N", "H", "C", "H", "H", "C", "C", "C", "C", "C", "S", "H", "H", "H", "H", "H", "H", "C", "H", "C", "H", "H", "O", "C", "H", "C", "O", "C", "H", "H", "H", "O", "H", "S", "H", "H", "C", "H", "H", "H"],
  "positions_angstrom": [[-1.8161, -3.2008, 2.8494], [-0.1699, -1.4949, -1.1778], [-0.2191, 1.5041, 1.6273], [-4.8632, 1.0618, -0.5701], [-1.8183, -1.0238, 1.1400], [3.3068, 0.4915, -0.0514], [-3.1652, 1.4783, -1.7612], [1.9448, 4.9865, 5.1260], [1.9983, 4.8787, 6.2070], [-4.3577, 0.1991, 0.4729], [2.2188, 0.9455, 0.6491], [0.2281, -1.9524, -6.2359], [2.0748, -1.7122, -7.3850], [-6.9071, 0.7856, -0.0290], [-1.0935, 0.3402, -0.7605], [2.3494, 3.6166, 2.0147], [3.1421, 5.7191, 4.5297], [0.7791, 0.1824, -3.6375], [3.1095, -2.7909, 0.7571], [1.7142, 1.3050, -5.9329], [-0.8988, -2.5160, 1.1026], [3.9129, 1.1863, -0.6290], [1.4412, 0.0728, 1.4052], [0.8607, -0.4423, -7.6800], [1.0078, 5.4652, 4.8415], [-6.2483, 0.6713, -0.8915], [0.9809, -0.6403, -4.3204], [0.2558, 0.6628, 2.1469], [-0.5832, -2.1971, -6.9206], [2.0027, 2.0105, 0.6031], [-2.9418, -1.8276, 1.4715], [4.4889, -1.2359, -0.6061], [2.8080, 2.5031, 5.1577], [1.2673, -1.9706, 2.0183], [-4.6784, 1.3583, -2.6198], [2.8966, -1.7268, 0.7055], [-0.3683, -1.1477, 3.1452], [0.2800, -6.3154, 0.8596], [-1.3541, -0.7196, -0.6452], [1.4951, -1.4455, -3.7978], [-0.8756, -1.7666, -4.3566], [-0.2446, -2.6045, -1.7861], [-0.8812, -0.3159, -5.3657], [-4.0910, 0.8955, -1.8180], [0.6516, 1.0880, 3.0971], [4.0602, 5.6875, 2.5468], [3.1349, 5.3823, 3.0339], [0.0471, -5.2508, 0.7606], [2.9169, 3.8697, 2.9049], [-0.2697, -1.1556, -5.0252], [-1.4827, -3.5607, 1.8605], [1.9857, 3.3716, 4.3573], [-0.8716, -5.4200, 2.7043], [0.4494, -4.2072, 2.6537], [-3.2251, 0.8689, 2.1013], [3.8600, 3.3257, 2.9108], [-2.2889, -4.0262, 1.2735], [-2.2025, -0.9715, -1.2885], [3.6445, -0.8469, -0.0416], [-6.6208, 1.3795, -1.6443], [-0.4026, -4.6262, 2.1070], [4.0663, 5.3565, 4.9855], [0.8287, -1.0463, -1.0655], [3.3820, -0.5073, -5.4092], [1.2977, -1.1013, -6.9317], [-6.3131, -0.3324, -1.3327], [-3.0022, 0.4934, 1.0936], [-5.0626, -0.7198, 0.8657], [-0.8376, -0.3525, 2.5546], [0.6653, -2.8943, -5.8971], [3.0797, 6.7926, 4.7033], [-1.5436, 0.1253, 3.2450], [0.6470, 3.0029, 3.9675], [-0.7994, -5.1614, 0.0666], [2.0299, -0.0731, -5.6534], [-3.9373, -0.1508, -2.1173], [0.8826, -4.7082, 0.3088], [1.8177, -1.2474, 1.4254], [2.3163, 5.9154, 2.5452], [-2.5819, 1.3428, 0.5338], [0.6899, -2.9153, -2.0525]],
  "forces_ev_per_angstrom": [[-0.335, -0.036, -0.283], [0.745, -0.179, -0.134], [0.365, -0.117, -0.152], [-0.014, -1.561, -0.004], [-0.160, -0.848, 0.025], [0.684, 0.328, -0.605], [0.073, -0.483, -0.031], [0.137, 0.343, 0.088], [-0.069, -0.161, -0.023], [-0.676, -0.430, -0.001], [-0.062, 0.389, 0.010], [0.013, -0.001, 0.060], [0.103, 0.152, 0.013], [0.243, -0.352, -0.016], [-0.353, -0.105, 0.069], [-0.042, -0.136, 0.078], [0.070, -0.066, -0.058], [0.169, 0.060, -0.035], [0.154, 0.172, -0.112], [0.170, 0.045, 0.006], [-0.590, 0.254, 0.233], [-0.129, -0.071, 0.068], [-0.523, 1.131, -0.327], [0.069, 0.096, 0.066], [-0.023, -0.076, -0.004], [-0.357, 0.779, -0.301], [-0.411, -0.061, 0.052], [-0.038, -0.511, 1.146], [0.021, -0.002, 0.001], [-0.245, -0.181, 0.049], [0.040, 0.374, -0.059], [-0.072, 0.284, 0.003], [-0.162, -0.196, -0.018], [-0.094, 0.203, -0.145], [0.145, -0.044, 0.156], [-0.152, -0.091, 0.221], [-0.174, -0.116, -0.411], [0.196, 0.218, 0.004], [1.116, -0.364, -0.217], [0.103, 0.054, -0.045], [0.039, 0.014, 0.027], [-0.576, 0.166, -0.107], [0.033, 0.025, 0.040], [0.007, 1.154, -0.140], [-0.420, -0.278, -0.741], [-0.017, -0.023, -0.010], [-0.041, 0.062, 0.034], [-0.444, 0.284, 0.184], [0.225, 0.283, -0.260], [-0.099, -0.020, -0.057], [1.402, -0.242, 0.134], [0.064, 0.477, 0.013], [0.210, 0.200, 0.119], [-0.210, -0.052, 0.046], [0.055, -0.279, -0.107], [-0.071, -0.095, 0.082], [-0.172, 0.160, 0.410], [-0.103, 0.093, 0.394], [0.585, -0.710, -0.368], [0.186, -0.098, 0.117], [-0.417, -0.388, -0.725], [-0.029, 0.010, 0.033], [-0.374, 0.245, 0.307], [0.087, 0.264, -0.051], [-0.243, -0.320, -0.216], [-0.048, 0.053, 0.354], [-0.504, 0.892, -0.866], [0.707, 0.649, 0.143], [0.170, 0.220, 0.219], [0.009, 0.026, 0.010], [0.001, -0.016, 0.013], [0.133, 0.096, -0.261], [0.029, -0.012, 0.268], [0.264, -0.124, -0.029], [-0.050, -0.302, 0.143], [0.086, 0.144, 0.225], [-0.077, -0.143, 0.098], [-0.351, -0.969, 0.814], [0.001, -0.015, 0.018], [0.088, -0.125, 0.299], [-0.069, -0.004, 0.030]]
}

***

Molecular weight (g mol⁻¹)
350.68; 196.16; 564.75
ΔE to the lowest compared entry with this formula, charge and spin (kJ/mol)
29.3; 672.1; 0.0